{
  "formula": "C11H11NO2",
  "method": "ωB97M-V/def2-TZVPD",
  "species": ["C", "C", "C", "C", "C", "C", "C", "C", "C", "C", "C", "N", "O", "O", "H", "H", "H", "H", "H", "H", "H", "H", "H", "H", "H"],
  "positions_angstrom": [[3.534, 1.246, 0.221], [3.454, 0.170, 1.047], [2.385, 1.858, -0.245], [2.226, -0.497, 1.353], [1.167, 1.253, -0.035], [1.098, 0.093, 0.783], [-0.165, 1.602, -0.511], [-0.253, -0.569, 1.040], [-1.218, 0.997, 0.296], [-2.478, -0.417, -1.548], [-2.559, 0.625, -0.501], [-1.344, 1.552, 1.615], [-0.405, 2.221, -1.516], [-2.426, 1.682, 2.200], [4.588, 1.632, -0.083], [4.407, -0.406, 1.344], [2.417, 2.714, -0.937], [2.124, -1.381, 1.889], [-0.612, -1.309, 0.414], [-0.349, -0.802, 2.064], [-1.628, -0.143, -2.122], [-3.379, -0.274, -2.253], [-2.326, -1.542, -1.097], [-3.424, 0.318, 0.115], [-2.858, 1.572, -0.944]],
  "mulliken_charge": [-0.4022, -0.3433, -0.6088, -0.7299, 0.2002, 0.9400, 0.2934, -1.4414, 1.0348, -1.0287, -0.5169, -0.2547, -0.5837, -0.4300, 0.2758, 0.2478, 0.4029, 0.5343, 0.3685, 0.4371, 0.3355, 0.3293, 0.2148, 0.3568, 0.3686],
  "total_charge": 0,
  "homo_lumo_gap_ev": 8.6,
  "de_lowest_kcal_mol": 139.2
}